DFT (wB97M-V/def2-TZVPD) results for a structure of composition C8H12NPS.

Properties
Relative energy (zero: lowest compared OMol25 entry of this formula, charge and spin)   38.6 kcal per mole
Kohn-Sham gap   7.8 eV
E   -30099.991 eV

```
23
Properties=species:S:1:pos:R:3:lowdin_charge:R:1
C 1.143 -0.927 1.551 -0.2280
C 1.115 -2.070 0.841 -0.4235
C -2.020 -0.294 -0.324 -0.1710
C -2.768 0.821 -0.390 -0.1250
C 0.629 0.349 0.947 -0.3796
C -0.539 -0.395 -0.503 -0.4315
C -4.274 0.700 -0.119 -0.0993
C 4.152 0.469 -0.967 -0.2254
N 2.962 0.398 -0.128 -0.3843
P 1.844 1.435 0.031 0.8999
S 0.274 -2.060 -0.686 0.8805
H 1.520 -0.706 2.442 0.0500
H 1.492 -2.964 1.087 0.0134
H -2.465 -1.206 -0.063 0.0771
H -2.208 1.719 -0.635 0.1056
H -0.102 0.859 1.519 0.0459
H -0.271 0.174 -1.281 -0.0058
H -4.495 1.554 0.376 0.0109
H -4.982 0.761 -0.947 0.0684
H -4.596 -0.202 0.557 0.1195
H 4.808 1.035 -0.258 0.0743
H 4.084 1.016 -1.934 0.0679
H 4.698 -0.467 -1.117 0.0599
```

DFT (wB97M-V/def2-TZVPD) results for an isolated molecule of C8H12OS.

Properties
Relative energy (zero: lowest compared OMol25 entry of this formula, charge and spin)   0.0 kcal per mole
Kohn-Sham gap (spin up / spin down)   7.0 / 6.2 eV
2S+1   3
E   -21368.046 eV

```
22
Properties=species:S:1:pos:R:3:lowdin_charge:R:1
C 1.326 1.355 1.508 -0.4022
C 2.061 2.216 2.116 -0.0408
C -1.250 0.144 -1.573 -0.2307
C -0.438 -1.088 -1.784 -0.2277
C -1.734 0.265 -0.171 -0.1142
C 0.794 -1.121 -0.913 -0.2056
C -0.579 0.021 0.904 -0.2613
C 0.280 -1.204 0.547 -0.6945
O 0.220 1.288 0.943 -0.0530
S 1.668 -1.294 1.645 0.8252
H 3.180 1.994 2.321 0.0770
H 1.615 3.169 2.463 0.0542
H -0.705 1.008 -1.944 0.1230
H -2.045 0.069 -2.305 0.1137
H -1.007 -1.930 -1.562 0.0950
H -0.094 -1.133 -2.827 0.1262
H -2.252 1.214 0.047 0.1249
H -2.364 -0.672 -0.004 0.1405
H 1.364 -2.111 -1.106 0.1415
H 1.389 -0.209 -1.034 0.1208
H -0.945 -0.012 2.023 0.1802
H -0.483 -1.968 0.706 0.1078
```

DFT (wB97M-V/def2-TZVPD) results for a cluster of 2 separate species, C8H12OS2 in total.

Properties
Relative energy (zero: lowest compared OMol25 entry of this formula, charge and spin)   101.7 kcal per mole
Kohn-Sham gap (spin up / spin down)   8.2 / 8.2 eV
E   -32204.204 eV

```
23
Properties=species:S:1:pos:R:3:lowdin_charge:R:1
C 3.390 0.346 1.357 -0.1513
C 2.104 -0.261 1.322 -0.2212
C 3.753 0.771 0.061 -0.4155
C 1.664 -0.255 0.053 -0.5401
C -0.815 1.046 0.087 -0.1096
C -1.574 -0.372 -1.864 -0.1707
C -2.787 -0.369 0.373 -0.0550
C -1.410 -0.294 -0.381 -0.7554
O -0.542 -2.172 1.240 -0.5269
S 2.700 0.242 -1.209 0.9691
S -0.321 -1.761 -0.146 1.0119
H 3.684 0.828 2.298 0.1069
H 1.515 -0.733 2.079 0.0944
H 4.652 1.194 -0.266 0.0303
H -0.466 0.780 1.092 0.0842
H 0.026 1.418 -0.457 0.0446
H -1.344 1.991 0.000 0.0921
H -1.944 -1.437 -2.179 0.0990
H -0.596 -0.301 -2.488 0.1024
H -2.227 0.391 -2.341 0.0939
H -3.334 -1.235 0.041 0.0782
H -2.783 -0.242 1.405 0.0632
H -3.346 0.425 -0.075 0.0755
```

DFT (wB97M-V/def2-TZVPD) results for a cluster of 2 separate species, C8H12Si2 in total.

Properties
Relative energy (zero: lowest compared OMol25 entry of this formula, charge and spin)   32.7 kcal per mole
Kohn-Sham gap   7.9 eV
E   -24241.816 eV

```
22
Properties=species:S:1:pos:R:3:lowdin_charge:R:1
C 3.428 -0.359 0.197 -0.0879
C 2.555 -0.981 1.073 -0.0909
C 2.931 0.357 -0.880 -0.0838
C 1.188 -0.889 0.875 -0.1188
C 1.566 0.450 -1.073 -0.1362
C 0.675 -0.168 -0.200 -0.3748
C -2.518 2.130 0.834 -0.0753
C -1.635 1.778 -0.091 -0.3167
Si -2.690 -1.667 0.034 0.4703
Si -1.182 -0.007 -0.497 0.5585
H 4.494 -0.438 0.354 0.1020
H 2.945 -1.539 1.913 0.1025
H 3.610 0.837 -1.570 0.1031
H 0.517 -1.381 1.566 0.0906
H 1.172 0.988 -1.922 0.0704
H -2.737 3.163 1.058 0.0533
H -3.054 1.397 1.414 0.0309
H -1.119 2.554 -0.644 0.0518
H -3.898 -1.100 0.655 -0.1171
H -3.111 -2.439 -1.129 -0.1170
H -2.154 -2.605 1.032 -0.1198
H -0.985 -0.083 -2.998 0.0045
```

DFT (wB97M-V/def2-TZVPD) results for a structure of composition C8H13AlB2F8NO7.

Properties
Kohn-Sham gap   9.5 eV
E   -54034.139 eV
Charge   -1

```
40
Properties=species:S:1:pos:R:3:lowdin_charge:R:1
N 0.829 -1.488 2.042 0.1763
B 0.565 -0.777 0.774 -0.5355
O 0.579 -1.549 -0.365 0.1508
C 0.320 0.829 0.741 -0.2065
C 1.147 1.519 -0.386 -0.0772
C 2.545 0.929 -0.659 -0.1749
F 3.383 0.899 0.450 -0.0283
O 1.042 1.245 1.942 0.0593
C 0.091 1.436 2.926 -0.5628
O 0.182 1.201 4.034 0.2438
O -0.982 1.943 2.249 0.0324
C -1.178 1.319 0.919 -0.1554
C -2.257 0.264 1.265 -0.0027
C -2.774 -0.711 0.180 -0.2266
O -2.263 -2.031 0.362 0.0022
C -2.641 -0.293 -1.291 -0.5792
F -1.418 -0.027 -1.715 0.1919
F -3.503 0.696 -1.562 0.1594
F -3.073 -1.325 -2.052 0.1396
B -1.583 2.676 0.100 -0.5196
O -1.558 2.768 -1.281 0.1456
O -1.938 3.834 0.814 0.1455
H 0.386 -2.407 1.953 0.0831
H 1.829 -1.711 2.028 0.0996
H 0.714 -1.018 -1.166 0.0838
H 1.303 2.578 -0.093 0.1398
H 0.597 1.444 -1.343 0.1246
H 3.030 1.603 -1.394 0.1269
H 2.549 -0.067 -1.136 0.1172
H -1.877 -0.334 2.114 0.1502
H -3.124 0.811 1.677 0.1446
H -3.860 -0.831 0.344 0.1628
H -1.605 -2.240 -0.322 0.0945
H -0.884 3.391 -1.590 0.1202
H -1.087 4.272 0.992 0.1177
F 2.565 -4.884 -1.217 -0.2197
Al 3.305 -3.775 -2.310 -0.0707
F 3.472 -4.512 -3.859 -0.2224
F 4.859 -3.325 -1.713 -0.2214
F 2.313 -2.352 -2.454 -0.2088
```

DFT (wB97M-V/def2-TZVPD) results for a cluster of 2 separate species, C8H13BN3O6 in total.

Properties
Kohn-Sham gap   2.1 eV
E   -25935.755 eV
Charge   -1

```
31
Properties=species:S:1:pos:R:3:lowdin_charge:R:1
N 0.532 2.361 -0.558 0.0972
C 1.022 1.351 -1.477 -0.4700
O 2.207 1.286 -1.637 0.1253
C 0.121 0.365 -2.273 -0.0857
C -1.418 0.611 -2.127 -0.1500
N -1.779 0.510 -0.703 -0.1176
C -2.278 1.463 0.187 -0.0244
C -2.363 0.731 1.425 -0.0293
N -1.964 -0.593 1.209 -0.1025
C -1.901 -1.690 2.172 -0.0335
B -0.554 -2.594 2.012 -0.5565
O -0.319 -3.405 0.896 0.1155
O 0.432 -2.572 3.033 0.0957
C -1.594 -0.744 -0.130 -0.0316
H 1.310 3.030 -0.485 0.0993
H 0.452 1.980 0.394 0.0754
H 0.417 -0.675 -1.968 0.1171
H 0.379 0.457 -3.364 0.1306
H -1.978 -0.183 -2.702 0.1172
H -1.772 1.594 -2.521 0.1281
H -2.496 2.513 -0.061 0.1212
H -2.698 1.208 2.362 0.1146
H -1.820 -1.231 3.198 0.1247
H -2.840 -2.306 2.190 0.1213
H 0.654 -3.483 0.836 0.1233
H 1.081 -1.869 2.832 0.1195
H -1.222 -1.604 -0.706 0.1236
C 5.089 0.921 -0.523 -1.0503
O 4.869 2.104 -0.860 -0.0936
O 5.610 0.034 -1.284 -0.0923
O 4.818 0.430 0.633 -0.1124
```

DFT (wB97M-V/def2-TZVPD) results for an isolated molecule of C8H13Cl3N2O4S.

Properties
Kohn-Sham gap   10.7 eV
SMILES   CC[C@]1(C)CN(S(=O)(=O)OCC(Cl)(Cl)Cl)C(=O)N1
E   -68080.108 eV

```
31
Properties=species:S:1:pos:R:3:lowdin_charge:R:1
C 2.553 1.640 -0.875 -0.0836
C 1.772 0.985 0.259 -0.1789
C 1.811 -0.555 0.251 -0.4765
C 3.231 -1.110 0.265 -0.0201
C 0.964 -1.142 -0.900 -0.0798
N -0.314 -1.469 -0.293 -0.0760
S -1.734 -0.888 -0.936 0.6058
O -2.791 -1.799 -0.706 -0.2388
O -1.437 -0.457 -2.255 -0.2406
O -1.940 0.427 -0.008 -0.2688
C -3.103 0.506 0.775 -0.3850
C -4.149 1.341 0.040 -1.5607
Cl -3.559 2.996 -0.157 0.6138
Cl -4.438 0.634 -1.564 0.6655
Cl -5.643 1.367 0.976 0.6183
C -0.218 -1.370 1.100 -0.5462
O -1.131 -1.544 1.862 0.1053
N 1.062 -1.051 1.399 0.1615
H 2.221 1.274 -1.842 0.0749
H 3.619 1.451 -0.777 0.0707
H 2.397 2.715 -0.849 0.0772
H 0.723 1.289 0.201 0.1156
H 2.171 1.335 1.215 0.1188
H 3.206 -2.182 0.438 0.0891
H 3.720 -0.920 -0.685 0.0845
H 3.811 -0.644 1.058 0.0886
H 1.410 -2.060 -1.294 0.1374
H 0.796 -0.445 -1.719 0.1146
H -3.485 -0.505 0.954 0.1144
H -2.836 0.978 1.725 0.1350
H 1.310 -0.797 2.341 0.1640
```

DFT (wB97M-V/def2-TZVPD) results for a cluster of 2 separate species, C8H13ClIO6P in total.

Properties
Kohn-Sham gap   1.5 eV
E   -50699.013 eV
Charge   -2

```
30
Properties=species:S:1:pos:R:3:lowdin_charge:R:1
C 0.575 1.926 -0.524 -0.0037
C 0.451 0.533 -0.065 -0.4413
O -0.166 0.117 0.888 0.0788
O 1.224 -0.400 -0.795 0.0529
C 0.702 -1.661 -0.916 -0.5395
O -0.278 -1.905 -1.528 0.1845
C 1.557 -2.708 -0.242 -0.2535
P 0.982 -2.947 1.486 0.5539
Cl -0.394 -4.598 0.882 0.0285
C 2.170 -1.622 2.188 -0.3582
C 1.964 -1.133 3.588 -0.8698
O 2.832 -0.675 4.262 -0.0166
I 0.001 -1.262 4.482 0.8224
H 0.718 2.009 -1.594 0.0876
H 1.401 2.372 0.037 0.0933
H -0.358 2.458 -0.291 0.0819
H 1.517 -3.636 -0.801 0.0750
H 2.579 -2.337 -0.198 0.0900
H 1.612 -3.908 2.277 0.0033
H -0.152 -2.250 1.875 -0.0605
H 2.184 -0.745 1.544 0.0829
H 3.175 -2.050 2.205 0.0902
O -1.294 3.425 -1.819 -0.4285
C -2.304 2.878 -2.566 -0.5289
C -3.777 3.223 -2.127 -0.5965
O -4.779 2.679 -2.863 -0.4618
H -2.291 1.752 -2.603 0.0640
H -2.275 3.171 -3.650 0.0604
H -3.782 4.352 -2.099 0.0542
H -3.794 2.943 -1.032 0.0551
```

DFT (wB97M-V/def2-TZVPD) results for a cluster of 2 separate species, C8H13ClN2 in total.

Properties
Relative energy (zero: lowest compared OMol25 entry of this formula, charge and spin)   0.0 kcal per mole
Kohn-Sham gap (spin up / spin down)   8.4 / 7.1 eV
2S+1   3
E   -24004.057 eV

```
24
Properties=species:S:1:pos:R:3:lowdin_charge:R:1
C -4.415 -0.155 0.539 -0.2045
C -3.820 0.150 -0.635 -0.1319
C -2.508 0.532 1.072 -0.3166
C 2.433 -0.677 1.130 -0.1097
C 2.488 -0.828 -1.426 -0.0660
C 1.893 1.430 -0.168 -0.0511
C 0.533 -0.379 -0.509 -0.4603
C 1.930 -0.131 -0.164 -0.7454
N -3.587 0.043 1.581 0.0402
N -2.603 0.657 -0.275 0.0118
Cl -0.285 -1.502 0.448 0.7190
H -5.430 -0.712 0.664 0.1292
H -4.130 0.010 -1.618 0.0850
H 1.844 -0.256 1.999 0.0949
H 3.460 -0.357 1.247 0.0797
H 2.431 -1.817 1.263 0.1045
H 3.524 -0.859 -1.530 0.0573
H 2.181 -0.219 -2.267 0.0800
H 2.028 -1.818 -1.587 0.0940
H 2.979 1.747 -0.260 0.1073
H 1.126 1.673 -0.967 0.0861
H 1.305 1.625 0.791 0.0978
H -1.541 0.881 1.619 0.1366
H -1.838 0.963 -0.948 0.1619
```

DFT (wB97M-V/def2-TZVPD) results for a cluster of 2 separate species, C8H13ClN2O2S in total.

Properties
Relative energy (zero: lowest compared OMol25 entry of this formula, charge and spin)   55.2 kcal per mole
Kohn-Sham gap   9.2 eV
E   -38937.128 eV

```
27
Properties=species:S:1:pos:R:3:lowdin_charge:R:1
C -2.055 0.192 1.292 -0.1403
C -1.477 1.458 1.292 -0.0796
C -2.149 0.273 -1.150 -0.1296
C -2.517 -0.292 0.073 -0.6979
C -1.274 1.371 -1.130 -0.0964
C -1.062 2.058 0.044 -0.3637
C 0.840 -2.530 -0.632 -0.1323
C 2.821 -1.774 0.646 -0.1319
N -0.354 3.253 0.249 0.1049
N 1.381 -1.669 0.421 -0.4590
O 1.499 0.743 1.103 -0.3949
O 1.438 0.259 -1.303 -0.3241
S 0.712 -0.112 0.301 0.9311
Cl -3.428 -1.779 -0.084 0.6387
H -2.285 -0.274 2.326 0.1491
H -1.379 2.100 2.128 0.1045
H -2.486 -0.225 -2.059 0.1079
H 1.796 1.177 -1.401 0.0643
H -0.905 1.725 -2.124 0.1332
H -0.236 -2.203 -0.761 0.0880
H 1.527 -2.459 -1.539 0.0942
H 1.104 -3.530 -0.361 0.0673
H 3.248 -1.729 -0.473 0.1131
H 3.095 -0.924 1.391 0.0986
H 3.193 -2.808 1.030 0.1019
H -0.437 4.048 -0.375 0.0991
H -0.611 3.650 1.099 0.0539
```

DFT (wB97M-V/def2-TZVPD) results for a cluster of 3 separate species, C8H13F3N3 in total.

Properties
Relative energy (zero: lowest compared OMol25 entry of this formula, charge and spin)   7.9 kcal per mole
Kohn-Sham gap   9.9 eV
E   -21121.703 eV
Charge   +1

```
27
Properties=species:S:1:pos:R:3:lowdin_charge:R:1
C 1.776 1.596 -1.375 -0.0452
C 2.375 1.220 -0.184 -0.1065
C 0.405 1.551 -1.424 -0.1465
C 0.201 0.916 0.786 -0.0928
C 1.045 -2.140 1.713 -0.0357
C 1.240 -1.715 -0.783 0.0818
C 0.479 -1.855 0.303 -0.2609
C -1.021 -1.889 0.177 -0.6368
N -0.372 1.319 -0.409 0.0362
N 1.572 0.895 0.856 0.0936
N -2.926 1.531 -0.430 0.3114
F -1.591 -1.313 -0.935 0.0881
F -1.472 -3.083 0.244 0.2228
F -1.714 -1.232 1.137 0.0989
H 2.430 2.085 -2.242 0.1687
H 3.490 1.272 -0.101 0.1391
H 0.046 1.858 -2.410 0.1297
H -0.403 0.710 1.592 0.1009
H 1.655 -3.131 1.735 0.1247
H 0.228 -2.233 2.388 0.0519
H 1.687 -1.302 2.201 0.1060
H 2.321 -1.459 -0.836 0.1013
H 0.758 -1.540 -1.718 0.0682
H -1.852 1.621 -0.486 0.0547
H -3.376 2.111 0.221 0.1293
H -3.200 0.606 -0.238 0.1072
H -3.265 1.653 -1.324 0.1101
```

DFT (wB97M-V/def2-TZVPD) results for the ion C8H13IN5 with charge +1.

Properties
Relative energy (zero: lowest compared OMol25 entry of this formula, charge and spin)   120.7 kcal per mole
Kohn-Sham gap   8.5 eV
SMILES   [H]/N=C1\[C@H](C)N/N=C(I)\[N+](N)=C2\[C@@H](C)[C@H]12
E   -24045.485 eV
Charge   +1

```
27
Properties=species:S:1:pos:R:3:lowdin_charge:R:1
H -3.066 -1.784 -0.834 0.0820
N -2.564 -0.908 -0.971 0.2149
C -1.334 -0.843 -0.722 -0.2576
C -0.290 -1.898 -0.312 -0.2471
C -0.768 -3.192 0.307 -0.0500
N 0.580 -1.412 0.788 0.0043
N 1.942 -1.303 0.622 0.0448
C 2.437 -0.187 0.295 -0.8347
I 4.410 -0.107 -0.205 1.0557
N 1.667 0.981 0.136 -0.0836
N 2.033 2.138 0.924 0.1462
C 0.362 0.905 0.071 -0.1150
C -0.872 1.640 -0.013 -0.1589
C -1.066 3.134 -0.396 -0.0047
C -0.567 0.459 -0.945 -0.0814
H 0.193 -2.218 -1.174 0.1382
H -1.406 -3.077 1.146 0.0813
H 0.013 -3.903 0.652 0.1186
H -1.471 -3.723 -0.230 0.0602
H 0.325 -1.907 1.641 0.1429
H 1.871 2.982 0.388 0.1089
H 2.945 1.897 1.239 0.0394
H -1.704 1.494 0.781 0.1930
H -0.935 3.125 -1.445 0.0712
H -0.314 3.648 0.188 0.0658
H -2.111 3.413 -0.007 0.1221
H -0.310 0.647 -1.924 0.1436
```

What is the formula in the tenth record?
C8H13ClN2O2S